1.
Molecular formula: C3H4N2O
Method: DFT, ωB97M-V with the def2-TZVPD basis set

Last column: Löwdin charge in e.
Geometry (Å):
O (-0.08, 0.13, -2.60)  -0.027
C (0.14, -0.30, -0.93)  -0.163
N (1.11, -0.15, -1.75)  0.134
N (1.02, 0.36, 1.67)  0.065
C (-0.16, -0.09, 1.45)  -0.287
C (-0.64, -0.44, 0.13)  -0.095
H (0.00, 1.06, -2.86)  0.121
H (1.15, 0.56, 2.66)  0.041
H (-0.91, -0.25, 2.25)  0.106
H (-1.62, -0.88, -0.01)  0.103

The value obtained for the energy relative to the best compared isomer or geometry (same formula, charge and spin) is 133.9 kcal per mole. The spin multiplicity is 1. For the energy, the calculation gives -301.2738 Eh. As for the net charge: 0.

2.
Molecular formula: C4H11N2S
Method: DFT, ωB97M-V with the def2-TZVPD basis set

Last column: Löwdin charge in e.
Geometry (Å):
C (3.02, 0.02, 0.48)  -0.242
C (2.10, 0.63, 1.56)  -0.847
S (0.42, -0.01, 1.54)  0.240
H (2.66, 0.32, -0.51)  0.044
H (2.92, -1.06, 0.50)  0.039
H (4.04, 0.37, 0.63)  0.045
H (2.10, 1.72, 1.41)  0.023
H (2.62, 0.46, 2.51)  0.023
C (-2.72, -0.58, 0.41)  -0.145
N (-2.45, -0.49, -1.01)  -0.075
C (-1.32, 0.04, -1.53)  -0.375
N (-1.21, 0.21, -2.81)  0.004
H (-3.76, -0.34, 0.62)  0.066
H (-2.41, -1.54, 0.82)  0.065
H (-2.11, 0.17, 0.92)  -0.001
H (-3.11, -0.78, -1.73)  0.116
H (-0.52, 0.26, -0.81)  0.026
H (-0.28, 0.59, -2.99)  -0.005

The value obtained for the energy relative to the best compared isomer or geometry (same formula, charge and spin) is 14.2 kcal per mole. The spin multiplicity is 1. For the energy, the calculation gives -666.7239 Eh. As for the net charge: -1.

3.
Molecular formula: C3H4FN3O
Method: DFT, ωB97M-V with the def2-TZVPD basis set

Last column: Löwdin charge in e.
Geometry (Å):
C (-0.13, -0.11, -0.30)  -0.266
C (0.70, -1.10, -1.50)  -0.225
C (-0.64, 1.99, 0.66)  -0.065
N (-0.11, -0.86, 0.74)  0.083
N (0.93, -2.18, -0.89)  0.091
N (0.57, -1.99, 0.44)  -0.105
O (-0.61, 1.10, -0.50)  -0.056
F (1.02, -0.83, -2.75)  0.099
H (0.36, 2.23, 1.10)  0.094
H (-1.25, 1.62, 1.62)  0.126
H (-1.08, 2.98, 0.48)  0.074
H (0.25, -2.85, 0.91)  0.149

The value obtained for the energy relative to the best compared isomer or geometry (same formula, charge and spin) is 72.6 kcal per mole. The spin multiplicity is 1. For the energy, the calculation gives -455.9776 Eh. As for the net charge: 0.

| no. | highest occupied orbital energy (hartree) |
| --- | --- |
| 1 | -0.318 |
| 2 | -0.099 |
| 3 | -0.332 |